Record 1
Formula: C9H11Cl2N2P
Source: OMol25
Level of theory: ωB97M-V with the def2-TZVPD basis set

Structure (XYZ):
```
25
Properties=species:S:1:pos:R:3:forces:R:3
H -0.6049 1.1362 0.6085 -2.26 0.46 0.49
C 1.7613 -0.5864 -0.7773 3.08 1.39 -1.20
H 3.6581 0.2024 -1.2521 0.71 -0.19 -0.02
N -1.6945 -1.0978 -0.1035 -0.50 -0.34 -0.14
P -4.7936 0.4820 0.8596 0.15 -0.45 1.00
C 3.6177 2.6545 0.2226 1.68 -3.63 -0.41
C -0.4659 -1.4358 -0.3201 -0.10 0.27 0.40
H -2.1206 -3.0823 1.2807 -0.57 -0.67 -0.29
C 2.7566 0.4053 -0.7158 0.32 -0.70 0.11
H -0.0179 -2.4353 -0.4455 -0.80 0.06 -0.41
N -2.8145 -1.7275 -0.0431 -0.24 0.50 -1.13
C 2.6187 1.5901 -0.0513 -1.91 1.17 -0.34
Cl -6.3497 0.2102 -0.3851 -0.33 -0.04 -0.51
H -3.8541 -3.3144 0.8354 -0.02 -0.18 -0.44
H -2.4242 -3.8370 -0.3838 -1.38 1.65 1.75
C 1.3026 1.8607 0.3613 -0.78 0.27 -1.07
C 0.3084 0.9022 0.1990 1.25 0.88 0.43
H 2.1573 -1.3866 -1.3449 -0.59 -1.44 -0.28
Cl -3.4726 1.5537 -0.1831 0.27 0.43 -0.50
C 0.5153 -0.3514 -0.3406 -0.74 -0.73 1.13
H 4.2024 2.1684 0.9874 0.06 0.51 1.40
H 4.4420 2.7097 -0.4524 0.06 0.61 -1.41
H 0.9718 2.9194 0.5030 0.48 -1.06 0.70
C -2.8701 -3.0717 0.4464 2.92 -1.06 0.00
H 3.1705 3.5313 0.4947 -0.73 2.31 0.74
```
Forces are in eV/Å.

Relative energy (zero: lowest compared OMol25 entry of this formula, charge and spin): 9.4 kcal per mole
Largest force on an atom: 0.0782 hartree/bohr
Gap between HOMO and LUMO (spin up / spin down): 7.37 / 6.57 eV
Calculated total energy: -46821.7784 eV



Record 2
Formula: C2H11NO3
Source: OMol25
Level of theory: ωB97M-V with the def2-TZVPD basis set

Structure (XYZ):
```
17
Properties=species:S:1:pos:R:3:forces:R:3
H 0.0403 0.2343 -2.2488 -0.11 -0.66 0.07
H -1.2587 1.9009 -0.1315 -0.16 -0.52 0.17
N 1.9079 -0.0338 1.5104 1.08 0.55 0.58
H -1.0799 -0.3869 1.9679 -0.11 -0.35 0.19
H -1.0755 1.4207 2.3826 -0.13 0.00 -0.12
C -1.0940 0.6322 1.6353 0.35 0.53 0.03
H 1.0884 -0.5919 1.6989 -1.01 -0.44 -0.11
H 2.3736 -0.3669 0.6650 -0.04 0.23 0.32
O 0.3233 -0.7850 -2.0663 -0.93 -0.29 -0.21
O -0.6350 1.4247 -2.3597 0.29 1.15 -1.17
C -1.0864 0.9029 0.3085 0.87 -0.53 -1.36
H 0.5983 -2.5951 1.7467 -0.46 0.98 -0.44
H -0.4704 1.9117 -3.2188 -0.22 -0.90 1.35
H -0.4939 -1.3317 -2.1884 1.09 0.79 0.09
O 0.1009 -1.8224 1.3686 0.35 -1.22 0.42
H 2.5241 0.0583 2.3391 -0.32 -0.13 -1.02
H -0.7694 0.1241 -0.4556 -0.54 0.81 1.18
```
Forces are in eV/Å.

Relative energy (zero: lowest compared OMol25 entry of this formula, charge and spin): 232.0 kcal per mole
Largest force on an atom: 0.0330 hartree/bohr
Gap between HOMO and LUMO: 3.54 eV
Calculated total energy: -9875.1388 eV



The highest relative energy (zero: lowest compared OMol25 entry of this formula, charge and spin) belongs to which entry? C2H11NO3